This record from OMol25 describes a molecular structure, C33H27BrN3O3S2Tc. The level of theory is ωB97M-V with the def2-TZVPD basis set.

## Properties
- Highest occupied orbital energy (spin up / spin down): -16.53 / -16.52 eV
- Charge: +3
- Lowest unoccupied orbital energy (spin up / spin down): -9.646 / -11.471 eV
- 2S+1: 4
- Strongest force on any atom: 0.5 eV/Å
- Energy: -139158.5600 eV
- ⟨S²⟩: 3.775
- Orbital gap (spin up / spin down): 6.89 / 5.05 eV

```
70
Properties=species:S:1:pos:R:3:forces:R:3
Tc -0.91594 -0.73264 -0.05206 0.26 -0.21 -0.27
N 2.55443 -2.73632 1.61630 0.03 -0.01 0.01
C 3.80224 -2.31952 1.17595 -0.01 0.05 -0.04
C 4.95529 -2.93888 1.64017 0.02 -0.02 0.01
C 6.17974 -2.49810 1.18327 0.03 0.04 -0.03
C 6.27549 -1.43608 0.26199 0.03 -0.06 0.04
C 5.14367 -0.81534 -0.20366 -0.04 0.01 0.00
C 3.89145 -1.25610 0.25200 0.07 -0.03 0.01
S 2.49339 -0.47452 -0.33565 -0.12 0.16 -0.12
N 1.22175 -1.26358 0.37297 -0.19 0.04 0.05
C 1.36617 -2.24159 1.24131 -0.04 -0.01 0.03
C 0.13548 -2.80862 1.82904 0.11 0.01 0.01
C 0.12785 -3.80527 2.78479 0.01 -0.06 0.05
C -1.08706 -4.25564 3.29120 0.01 0.02 -0.01
C -2.24930 -3.67505 2.82703 0.01 -0.04 0.03
C -2.17145 -2.67271 1.86993 -0.17 0.02 -0.03
N -1.00557 -2.25347 1.37063 -0.02 -0.12 0.12
H 2.55352 -3.49877 2.28023 0.00 0.00 0.01
H 4.89253 -3.75616 2.34932 0.00 0.02 -0.02
H 7.08307 -2.97629 1.53925 -0.01 0.01 -0.01
H 7.24899 -1.11168 -0.08078 -0.01 -0.01 0.01
H 5.20980 0.00026 -0.91393 0.00 -0.02 0.01
H 1.03789 -4.25143 3.16344 -0.01 0.00 -0.01
H -1.11242 -5.03996 4.03595 0.01 0.01 -0.01
H -3.22087 -3.98209 3.19013 0.02 0.01 0.00
H -3.06500 -2.19030 1.49049 0.09 -0.07 0.10
Br -1.14558 -2.50179 -1.91183 0.00 0.03 0.01
C -2.66899 -1.81088 -2.87993 0.01 -0.16 0.04
C -2.62951 -1.94573 -4.25073 -0.01 -0.01 -0.01
C -3.75699 -1.57668 -4.97759 -0.04 0.02 0.02
C -4.89138 -1.12292 -4.32165 0.02 -0.02 -0.02
C -4.90482 -1.02267 -2.93796 -0.01 0.03 0.01
C -3.78000 -1.35040 -2.18378 -0.14 0.07 -0.04
C -3.89677 -1.18903 -0.70137 0.39 -0.34 0.00
O -4.88147 -1.46137 -0.08808 -0.08 0.07 0.04
O -2.81399 -0.67933 -0.04648 -0.40 0.32 0.11
H -1.75717 -2.34750 -4.74926 -0.01 0.00 0.01
H -3.74618 -1.66879 -6.05515 0.00 0.00 0.00
H -5.77554 -0.85974 -4.88610 0.01 0.00 0.00
H -5.79117 -0.69126 -2.41262 -0.01 0.01 -0.02
O -0.76214 0.58663 1.49955 -0.23 0.07 -0.12
S -1.93117 1.62181 1.67437 0.14 -0.05 -0.10
C -2.06373 2.41355 0.02880 -0.01 -0.01 -0.04
C -0.99958 1.98248 -0.94694 0.13 0.11 0.03
C -1.25265 0.96699 -1.88085 0.00 0.00 -0.06
C -0.33462 0.71345 -2.91812 0.00 0.03 0.01
C 0.81381 1.46775 -3.02506 0.09 -0.04 0.07
C 1.07750 2.45917 -2.07431 0.02 -0.08 -0.02
C 0.19918 2.70044 -1.03434 0.00 -0.04 0.02
C -1.17184 2.91280 2.68573 0.00 -0.01 0.04
C 0.02750 3.57631 2.08698 -0.03 0.03 0.11
C -0.09739 4.83097 1.49618 0.00 0.10 0.10
C 1.00535 5.44603 0.91702 -0.02 0.10 0.10
C 2.24000 4.81341 0.93827 0.05 0.01 0.02
C 2.37375 3.57081 1.54733 -0.02 -0.02 0.02
C 1.27230 2.95212 2.11988 0.03 0.01 0.01
H -2.00789 3.49026 0.18503 -0.06 0.00 0.05
H -3.05989 2.15351 -0.32664 0.02 0.00 0.01
H -2.24631 0.53937 -1.95105 0.09 0.14 -0.07
H -0.57546 -0.03153 -3.66746 0.02 0.06 0.03
H 1.49076 1.31331 -3.85542 0.00 0.01 0.02
H 1.96941 3.06879 -2.16375 -0.03 -0.02 -0.01
H 0.40601 3.49313 -0.32482 -0.04 -0.19 -0.28
H -0.96429 2.39387 3.62445 0.02 0.03 0.00
H -1.99844 3.60496 2.86911 0.02 0.01 0.02
H -1.05265 5.34560 1.50802 0.02 0.00 0.00
H 0.90389 6.42795 0.47392 0.00 -0.01 0.00
H 3.10458 5.30505 0.51222 0.00 0.00 0.00
H 3.34830 3.10197 1.60483 -0.01 0.01 0.00
H 1.38016 1.99705 2.62030 -0.01 0.01 0.00
```
Positions in Å, forces in eV/Å.

This record from OMol25 describes a molecular structure, C21H36CaClN4O3PS in a non-equilibrium geometry. The level of theory is ωB97M-V with the def2-TZVPD basis set.

## Properties
- Highest occupied orbital energy: -7.35 eV
- Lowest unoccupied orbital energy: 0.642 eV
- Strongest force on any atom: 3.6 eV/Å
- Energy: -85550.5620 eV
- Orbital gap: 7.99 eV

```
68
Properties=species:S:1:pos:R:3:forces:R:3
Ca -0.24564 0.96110 0.51603 3.39 -0.79 0.94
N -5.17067 4.89719 3.71848 -0.02 0.05 -0.02
C -4.62457 4.07025 2.75498 0.05 -0.04 -0.06
C -3.29813 4.23758 2.34586 -0.09 -0.01 0.03
C -2.76521 3.43161 1.35976 0.08 -0.02 -0.06
C -3.54655 2.44194 0.77631 0.04 -0.14 -0.20
C -4.87828 2.28980 1.14262 0.00 0.03 -0.04
C -5.41081 3.09762 2.12652 0.00 0.05 0.00
S -2.79439 1.32374 -0.37072 -1.55 -0.08 -0.42
O -1.53839 1.97536 -0.76917 -0.87 0.85 -0.66
O -3.66869 1.00950 -1.46015 -0.15 0.03 0.16
N -2.26943 0.04100 0.45934 -0.99 0.17 -0.43
C -3.13819 -0.96732 0.76292 -0.61 -0.41 0.47
N -2.58436 -2.12088 1.18192 0.20 0.21 -0.12
C -3.40163 -3.12391 1.46800 0.08 0.00 0.00
C -4.77760 -3.03624 1.36346 0.01 0.05 -0.01
C -5.25725 -1.79713 0.97149 -0.01 0.00 0.01
N -4.46892 -0.77472 0.68740 0.25 0.18 -0.11
H -4.52651 5.36068 4.33516 0.01 0.00 0.02
H -6.01076 4.57720 4.16733 -0.01 -0.02 0.03
H -2.69216 5.01058 2.80283 0.03 0.00 -0.04
H -1.74910 3.58420 1.01640 -0.03 0.05 0.11
H -5.48033 1.54334 0.64975 -0.03 -0.08 0.01
H -6.44954 2.98725 2.41507 0.00 -0.01 -0.02
H -2.91714 -4.03988 1.79560 -0.07 -0.01 0.01
H -5.42801 -3.86743 1.58881 -0.01 0.01 0.01
H -6.32306 -1.60214 0.89036 0.01 -0.06 0.01
C 5.26055 -1.14100 -0.66438 -0.07 0.01 -0.04
C 3.75689 -0.87676 -0.64874 -0.07 0.15 0.07
P 3.13372 0.54296 0.38484 0.61 0.24 -0.11
C 3.91186 1.97286 -0.49944 -0.17 -0.11 0.00
C 3.18430 2.32169 -1.79845 0.12 -0.05 0.10
C 4.30086 0.41235 1.83086 -0.27 0.06 0.01
C 3.98556 1.38328 2.96883 0.02 -0.13 -0.09
H 5.50813 -1.88684 -1.42174 0.01 -0.01 0.01
H 5.60657 -1.51937 0.29678 0.04 0.02 0.00
H 5.82665 -0.23864 -0.89870 0.03 -0.01 0.01
H 3.22404 -1.77094 -0.31530 -0.03 0.00 -0.04
H 3.40808 -0.67032 -1.66502 -0.07 -0.06 0.02
H 4.96687 1.76649 -0.69556 0.03 0.04 0.06
H 3.85886 2.82314 0.18496 0.00 0.00 0.00
H 3.28742 1.52597 -2.53975 -0.02 0.01 -0.01
H 3.60128 3.23198 -2.23039 -0.06 0.00 -0.05
H 2.12356 2.49283 -1.61174 -0.01 0.05 -0.04
H 5.32463 0.57122 1.48706 0.02 -0.09 -0.06
H 4.22950 -0.61486 2.20156 0.08 -0.02 -0.02
H 4.05971 2.41884 2.63471 -0.06 0.02 0.04
H 4.68846 1.24600 3.79208 0.00 0.03 0.00
H 2.97881 1.21636 3.35154 0.00 0.06 0.03
Cl 0.79695 3.90587 0.58735 0.05 0.11 -0.33
C 0.62252 2.64248 1.91061 0.10 0.36 1.13
H 0.04641 3.15339 2.69049 0.04 0.07 -0.03
H 1.63844 2.57560 2.29945 -0.01 -0.02 0.07
C 0.09564 -0.43660 -2.33473 0.08 -0.11 0.37
C -0.00995 -1.57831 -1.34094 0.02 -0.15 -0.39
O 0.55600 -1.17710 -0.09393 -0.22 -0.45 -0.03
C 0.60242 -2.26275 0.83771 0.25 -0.15 0.16
C 0.92519 -1.74670 2.22597 -0.06 0.12 -0.32
H -0.26608 -0.76664 -3.30663 -0.01 0.06 -0.03
H 1.13439 -0.11385 -2.42830 -0.02 0.02 -0.08
H -0.52090 0.40802 -2.01922 0.05 -0.03 -0.27
H 0.53541 -2.45376 -1.71323 0.02 0.01 0.08
H -1.05553 -1.86268 -1.19213 0.01 -0.04 0.07
H 1.36627 -2.97704 0.50362 -0.02 0.05 -0.04
H -0.36730 -2.75442 0.85568 -0.06 -0.04 -0.08
H 1.86251 -1.19139 2.23377 0.02 0.00 0.06
H 1.00674 -2.58844 2.91183 -0.03 0.02 0.06
H 0.12394 -1.09210 2.58145 0.01 -0.05 0.08
```
Positions in Å, forces in eV/Å.

This record from OMol25 describes 11 unconnected molecules or ions with the total composition C17H48O15 in a non-equilibrium geometry. The level of theory is ωB97M-V with the def2-TZVPD basis set.

## Properties
- Highest occupied orbital energy: -9.03 eV
- Lowest unoccupied orbital energy: 0.129 eV
- SMILES: C[C@H]1COC(=O)O1.C[C@H]1COC(=O)O1.CO.CO.CO.CO.CO.CO.CO.CO.CO
- Strongest force on any atom: 2.4 eV/Å
- Energy: -49115.3639 eV
- Orbital gap: 9.16 eV

```
80
Properties=species:S:1:pos:R:3:forces:R:3
C 4.60098 -18.59857 4.00976 -0.52 0.33 -0.94
C 3.97944 -17.52775 3.09667 -0.56 -0.76 2.24
C 3.98239 -16.13018 3.71796 0.90 0.56 0.47
O 4.54470 -15.30138 2.68938 -0.73 0.23 0.52
C 4.95166 -16.06370 1.67341 0.57 -0.25 -0.11
O 5.49134 -15.64441 0.70944 0.14 0.23 -0.60
O 4.74783 -17.37588 1.92450 -0.78 -0.11 -0.34
H 5.63764 -18.28435 4.11806 0.06 -0.53 0.71
H 4.50209 -19.59397 3.57368 0.46 0.16 -0.47
H 3.97211 -18.72512 4.89317 0.52 0.62 0.45
H 2.92534 -17.82580 3.04478 0.10 0.05 -1.46
H 4.64650 -16.03338 4.58419 0.06 -0.28 -0.05
H 3.02180 -15.73440 4.04134 -0.19 -0.13 -0.39
C 5.23143 -12.47538 5.26202 -1.37 -0.38 -0.04
C 4.86979 -11.49676 4.16382 -0.14 -0.56 -0.89
C 4.40753 -10.07882 4.53180 0.69 -1.01 0.55
O 5.08640 -9.28961 3.57368 0.03 0.88 -0.27
C 6.05973 -9.97777 2.93254 -0.73 -1.06 1.13
O 6.80017 -9.53605 2.12844 0.43 0.28 -0.44
O 6.05918 -11.26555 3.38832 0.13 0.77 -0.45
H 5.21472 -13.52181 4.94742 0.52 0.21 -0.61
H 4.40105 -12.51880 5.97862 0.41 0.57 0.41
H 6.20147 -12.22823 5.67507 -0.06 0.06 0.39
H 4.15140 -11.89195 3.43590 -0.06 -0.35 0.34
H 4.72592 -9.86747 5.55748 0.08 0.47 -0.15
H 3.33531 -9.93481 4.44712 -0.01 0.01 -0.11
C 11.24815 -13.69839 -0.37695 -1.12 0.15 1.21
O 12.56344 -13.21153 -0.45786 0.19 -0.25 -0.59
H 10.66327 -13.04326 0.29066 -0.12 0.08 -0.41
H 10.71488 -13.82506 -1.32708 0.28 0.15 -0.09
H 11.17789 -14.64713 0.16166 0.66 -0.11 -0.26
H 12.50575 -12.37176 -0.92285 0.13 0.02 0.09
C 7.83130 -11.40985 -1.08497 0.82 0.84 -0.88
O 6.85019 -11.45128 -2.11352 -0.37 -0.35 0.34
H 8.46914 -10.53766 -1.28215 0.08 0.03 0.28
H 7.48018 -11.31180 -0.05651 -0.35 -0.33 -0.06
H 8.48321 -12.26682 -1.23715 -0.21 -0.23 0.32
H 6.19940 -10.76060 -1.96640 0.05 0.05 0.06
C 8.38910 -15.12693 6.38925 0.78 0.76 1.41
O 9.19972 -14.20321 5.67317 -0.25 -0.08 -0.36
H 7.47762 -14.61399 6.72368 -0.38 -0.50 -0.69
H 8.29490 -16.05967 5.83734 -0.45 0.19 -0.14
H 8.85417 -15.35643 7.35972 0.14 -0.31 -0.26
H 9.88495 -13.84988 6.24156 0.06 0.01 0.09
C 8.83420 -10.96429 4.82149 -0.02 0.71 -0.53
O 9.96649 -10.27785 5.34702 -0.22 -0.04 0.79
H 8.44827 -11.73256 5.48868 0.75 -0.34 0.00
H 7.95775 -10.32348 4.69124 0.30 0.37 -0.16
H 9.16973 -11.32589 3.84789 -0.69 -0.54 0.05
H 9.92787 -9.35779 5.07972 -0.05 0.02 -0.03
C 10.45451 -9.79912 1.36890 -0.04 -0.60 0.64
O 11.72703 -10.35082 0.98314 -0.40 1.19 -0.32
H 10.48434 -9.50644 2.42306 -0.01 0.02 0.01
H 10.14680 -8.92784 0.79180 0.11 -0.14 -0.28
H 9.72085 -10.59790 1.27648 -0.07 0.09 -0.13
H 12.26548 -9.56606 0.82165 0.35 -0.40 -0.04
C 8.30127 -13.61431 2.38259 -0.96 0.35 -0.91
O 8.32424 -14.21131 1.07917 0.32 -0.13 0.28
H 9.30302 -13.65016 2.79079 0.05 0.12 0.06
H 7.91273 -12.60485 2.24020 0.46 0.29 0.41
H 7.58343 -14.09309 3.05489 0.18 -0.35 0.05
H 7.50322 -14.01395 0.61566 -0.08 -0.18 0.14
C 8.50704 -16.98570 -0.30058 -0.49 -0.57 0.18
O 9.00682 -16.89831 1.02655 0.12 0.26 -0.23
H 8.83950 -16.14654 -0.91111 -0.01 -0.01 -0.11
H 8.80647 -17.92758 -0.76334 0.48 0.08 0.11
H 7.41474 -17.04937 -0.29310 -0.07 0.41 -0.06
H 8.95362 -15.94436 1.22568 -0.09 -0.39 0.03
C 12.15597 -12.14180 3.73416 -0.59 0.15 -1.10
O 12.58218 -12.56183 2.43176 0.32 0.56 0.65
H 11.09374 -12.40873 3.78542 0.09 -0.06 0.71
H 12.74063 -12.58670 4.53682 0.00 -0.23 -0.13
H 12.20862 -11.05237 3.82566 0.09 -0.04 0.15
H 12.45573 -11.76727 1.88018 0.09 -0.68 -0.09
C 10.89156 -16.15044 3.66587 0.47 -0.44 -0.37
O 12.22663 -16.64562 3.42791 -0.55 0.23 0.72
H 10.72314 -15.32202 2.98340 0.00 -0.08 -0.10
H 10.19873 -16.97094 3.46450 -0.31 0.28 -0.08
H 10.74865 -15.77988 4.68069 0.15 0.00 0.04
H 12.36697 -17.23567 4.17687 0.39 -0.07 -0.27
```
Positions in Å, forces in eV/Å.

This record from OMol25 describes C6H11N in the gas phase in a non-equilibrium geometry. The level of theory is ωB97M-V with the def2-TZVPD basis set.

## Properties
- Highest occupied orbital energy: -8.38 eV
- Lowest unoccupied orbital energy: 0.898 eV
- SMILES: C=C/C=C/CNC
- Strongest force on any atom: 3.0 eV/Å
- Energy: -7887.3727 eV
- Orbital gap: 9.28 eV

```
18
Properties=species:S:1:pos:R:3:forces:R:3
C 1.13489 3.22356 0.02552 -0.21 1.80 -0.27
C 1.12531 1.97493 0.47409 0.21 -0.21 0.62
C 0.22970 0.95491 -0.06774 0.92 -2.10 -0.92
C -0.51824 0.02337 0.55295 -0.83 2.01 0.48
C -1.47617 -0.78854 -0.25626 2.09 -1.90 -1.13
N -0.85137 -2.14778 -0.61203 -0.81 1.02 0.43
C 0.37203 -2.58078 0.06360 -0.69 0.21 0.34
H 1.25152 4.14919 0.60998 1.35 -0.86 0.28
H 0.89384 3.57163 -0.97164 -1.10 -0.74 -0.23
H 1.80895 1.69408 1.28110 -0.95 0.28 0.61
H 0.31898 0.72110 -1.13758 -0.33 0.83 -0.06
H -0.69406 0.04009 1.63004 0.41 -0.02 -0.07
H -1.52079 -0.33958 -1.25249 -0.79 0.36 0.39
H -2.44920 -0.97946 0.18594 -0.01 0.34 0.14
H -0.73575 -2.10892 -1.60981 0.34 -0.39 -0.12
H 0.28607 -2.42202 1.14917 -0.24 -0.27 -0.28
H 0.37027 -3.64624 -0.14208 0.78 -0.18 0.20
H 1.31124 -2.07019 -0.19124 -0.13 -0.16 -0.40
```
Positions in Å, forces in eV/Å.